Entry 1:
{"formula": "C25H33N3O", "method": "ωB97M-V/def2-TZVPD", "species": ["C", "C", "C", "C", "C", "C", "C", "C", "C", "C", "N", "C", "O", "C", "N", "C", "C", "N", "C", "C", "C", "C", "C", "C", "C", "C", "C", "C", "C", "H", "H", "H", "H", "H", "H", "H", "H", "H", "H", "H", "H", "H", "H", "H", "H", "H", "H", "H", "H", "H", "H", "H", "H", "H", "H", "H", "H", "H", "H", "H", "H", "H"], "coordinates": [[-1.424872, 0.494943, 2.685106], [-0.628280, 1.017519, 3.875093], [0.698437, 1.658381, 3.442994], [1.532146, 2.091018, 4.649875], [0.455074, 2.828242, 2.521969], [-0.316311, 3.903665, 2.950631], [-0.620679, 4.960771, 2.114977], [-0.161699, 4.961094, 0.808695], [0.623274, 3.915384, 0.366343], [0.947494, 2.862118, 1.216014], [1.771629, 1.833799, 0.702491], [2.996734, 1.497159, 1.166961], [3.533372, 1.980692, 2.138358], [3.673531, 0.437707, 0.295041], [2.707766, -0.346370, -0.450288], [3.292050, -1.035440, -1.588152], [2.184699, -1.728670, -2.377624], [1.531073, -2.695098, -1.519725], [0.620609, -3.599475, -2.207008], [-0.587288, -2.944166, -2.810967], [-1.829093, -3.141671, -2.375762], [-3.044837, -2.537930, -2.905390], [-4.280397, -3.069164, -2.530683], [-5.460309, -2.540509, -3.017062], [-5.432364, -1.460203, -3.883112], [-4.214814, -0.913575, -4.254828], [-3.034355, -1.444845, -3.772987], [0.933294, -2.016479, -0.388243], [2.033048, -1.314270, 0.400860], [-0.847430, -0.243068, 2.130877], [-2.347343, 0.025476, 3.019650], [-1.678400, 1.308530, 2.008571], [-1.231299, 1.742298, 4.424153], [-0.407801, 0.190298, 4.553807], [1.268338, 0.897123, 2.903880], [1.708711, 1.242775, 5.307787], [1.027844, 2.869968, 5.216282], [2.491231, 2.468248, 4.305060], [-0.695809, 3.909289, 3.961368], [-1.222588, 5.780334, 2.478648], [-0.405682, 5.774970, 0.142368], [1.002280, 3.907296, -0.645951], [1.525067, 1.423077, -0.190367], [4.327322, -0.173386, 0.937192], [4.315130, 0.975495, -0.410333], [3.792004, -0.301758, -2.225559], [4.030768, -1.788996, -1.268737], [2.617834, -2.250806, -3.233790], [1.486200, -0.957669, -2.746544], [1.198906, -4.097353, -2.992947], [0.308757, -4.355048, -1.479859], [-0.387790, -2.271536, -3.633291], [-1.987460, -3.844170, -1.565060], [-4.309167, -3.912843, -1.855205], [-6.405687, -2.970392, -2.719119], [-6.353380, -1.043801, -4.263362], [-4.187080, -0.065785, -4.924263], [-2.095664, -0.999344, -4.065818], [0.443641, -2.757224, 0.247543], [0.178219, -1.273844, -0.702406], [1.598909, -0.791761, 1.255833], [2.742486, -2.071022, 0.776014]], "atomic_forces_ev_per_a": [[-0.01, 0.07, 0.25], [0.12, -0.09, -0.32], [-0.03, 0.00, 0.34], [0.07, -0.11, -0.22], [0.16, -0.12, -0.23], [0.02, 0.00, -0.04], [-0.05, 0.06, 0.02], [-0.05, 0.02, -0.06], [0.03, -0.04, 0.03], [-0.06, 0.33, 0.17], [-0.34, 0.01, -0.28], [0.12, -0.22, -0.30], [0.14, 0.07, 0.23], [0.04, -0.01, 0.07], [0.21, -0.04, -0.05], [-0.11, 0.03, -0.34], [0.30, 0.01, 0.06], [0.04, 0.01, 0.01], [0.01, -0.05, 0.01], [-0.06, -0.12, 0.18], [0.47, -0.11, -0.05], [-0.48, 0.18, -0.14], [0.21, 0.03, -0.01], [-0.15, 0.05, -0.04], [-0.09, -0.02, 0.01], [0.01, 0.06, -0.08], [0.04, -0.08, 0.07], [0.16, 0.06, 0.23], [-0.33, -0.12, 0.05], [0.05, -0.10, -0.11], [-0.11, -0.06, -0.06], [-0.06, 0.03, -0.11], [0.01, 0.03, 0.12], [0.01, 0.04, 0.09], [-0.07, 0.06, 0.01], [0.01, -0.07, 0.12], [-0.09, 0.09, 0.11], [0.07, 0.06, 0.06], [-0.04, -0.02, 0.13], [-0.05, 0.06, 0.04], [-0.01, 0.06, -0.06], [0.08, 0.01, -0.07], [0.04, -0.09, 0.14], [-0.07, 0.10, -0.02], [-0.01, -0.04, 0.05], [0.01, -0.03, 0.03], [-0.01, 0.04, -0.03], [-0.02, 0.03, -0.02], [0.05, -0.03, -0.04], [-0.04, -0.05, 0.07], [-0.02, -0.04, -0.10], [-0.09, 0.13, -0.16], [0.06, -0.09, 0.11], [0.02, -0.07, 0.07], [-0.06, -0.03, 0.02], [-0.07, 0.03, -0.02], [0.01, 0.06, -0.04], [0.10, 0.05, -0.02], [-0.04, 0.03, 0.01], [0.02, -0.06, 0.07], [0.00, -0.02, 0.01], [-0.02, 0.06, 0.01]], "mulliken_charge": [-0.984, -0.741, 1.244, -1.885, 0.434, -0.427, -0.931, -0.559, -0.426, 0.210, 0.110, 0.402, -0.637, -0.906, 0.252, -1.052, -0.564, 0.054, -1.414, -0.032, -0.207, 0.863, -0.473, -0.527, -0.434, -0.621, -0.430, -0.850, -0.111, 0.053, 0.437, 0.280, 0.291, 0.478, -0.256, 0.459, 0.347, 0.393, 0.345, 0.395, 0.383, 0.451, 0.228, 0.355, 0.412, 0.482, 0.324, 0.468, 0.263, 0.382, 0.449, 0.345, 0.251, 0.337, 0.375, 0.374, 0.372, 0.259, 0.415, 0.339, -0.231, 0.382], "homo_lumo_gap_ev": 9.150, "smiles": "CC[C@H](C)c1ccccc1NC(=O)CN1CCN(C/C=C/c2ccccc2)CC1", "e_lumo_ev": 0.601, "e_above_lowest_kj_mol": 28.3}

***

Entry 2:
{"formula": "C32H61BN6O10P2Sr", "method": "ωB97M-V/def2-TZVPD", "species": ["Sr", "C", "O", "C", "C", "O", "C", "C", "O", "C", "H", "H", "H", "H", "H", "H", "H", "H", "H", "H", "H", "H", "H", "H", "C", "C", "C", "C", "N", "N", "B", "N", "N", "C", "C", "C", "C", "C", "C", "C", "C", "N", "N", "C", "C", "C", "C", "C", "C", "C", "C", "C", "C", "C", "C", "H", "H", "H", "H", "H", "H", "H", "H", "H", "H", "H", "H", "H", "H", "H", "H", "H", "H", "H", "H", "H", "H", "H", "H", "H", "H", "H", "H", "H", "H", "H", "H", "H", "H", "H", "H", "H", "H", "H", "H", "C", "C", "O", "P", "O", "O", "O", "P", "O", "O", "O", "H", "H", "H", "H", "H", "H", "H"], "coordinates": [[-0.400874, -0.546839, 0.059567], [2.779387, -2.573260, -0.954787], [1.473147, -2.058851, -0.741136], [0.377700, -2.864953, -1.137326], [-0.301431, -2.364592, -2.416207], [-0.321369, -0.943117, -2.402176], [-1.236926, -0.334136, -3.311076], [-0.880976, 1.130914, -3.337669], [-1.082692, 1.672947, -2.052005], [-0.552200, 2.993428, -1.969971], [2.990667, -3.379354, -0.250270], [3.463083, -1.744493, -0.786171], [2.894923, -2.939721, -1.976234], [-0.316569, -2.857638, -0.288700], [0.624397, -3.919874, -1.279848], [-1.319591, -2.766537, -2.436309], [0.242005, -2.722584, -3.297980], [-2.259524, -0.485222, -2.954955], [-1.129811, -0.766207, -4.310052], [-1.495770, 1.657348, -4.076680], [0.171981, 1.242913, -3.611904], [-1.042545, 3.642672, -2.702910], [0.525592, 2.986338, -2.155550], [-0.742647, 3.365421, -0.968126], [5.081292, 1.406281, 1.814567], [3.895873, 0.524411, 2.031524], [3.806578, -0.611932, 2.802197], [2.486984, -1.063048, 2.645431], [1.819797, -0.257159, 1.816260], [2.690074, 0.730905, 1.466600], [2.320690, 2.066547, 0.769540], [2.547036, 2.046021, -0.772817], [2.341081, 0.974598, -1.604001], [2.858235, 1.321516, -2.780746], [3.383222, 2.625320, -2.722800], [3.170749, 3.047421, -1.436238], [3.530015, 4.380414, -0.863179], [3.038149, 0.416570, -3.988001], [4.524550, 0.024614, -4.037601], [2.195950, -0.859705, -3.911533], [2.688617, 1.174420, -5.275647], [0.953519, 2.622814, 1.236540], [-0.266516, 2.021218, 1.096728], [-1.158198, 2.857777, 1.623492], [-0.519573, 4.004663, 2.114799], [0.816228, 3.817691, 1.860925], [1.927302, 4.735304, 2.261293], [-2.643217, 2.605395, 1.686642], [-3.384571, 3.792978, 1.059679], [-3.003245, 1.342648, 0.931007], [-3.063560, 2.455701, 3.154733], [1.858285, -2.243176, 3.361536], [0.654544, -1.747741, 4.176988], [1.436836, -3.337147, 2.377643], [2.872985, -2.860028, 4.327613], [5.954321, 0.951529, 2.281087], [5.288339, 1.543216, 0.751120], [4.934888, 2.396136, 2.249994], [4.594637, -1.042712, 3.396366], [3.105913, 2.874474, 1.173546], [3.877682, 3.183547, -3.501910], [4.143141, 4.916055, -1.587110], [2.640103, 4.984984, -0.666791], [4.087441, 4.297140, 0.069710], [4.798067, -0.551157, -3.149538], [4.723839, -0.586977, -4.921465], [5.165365, 0.906500, -4.074591], [2.045299, -1.152185, -2.876390], [1.212773, -0.712068, -4.357115], [2.686257, -1.669168, -4.457463], [3.331631, 2.043748, -5.420859], [2.812460, 0.516088, -6.139972], [1.653095, 1.521915, -5.256837], [-0.964017, 4.852621, 2.610854], [1.495042, 5.587627, 2.784249], [2.630059, 4.241565, 2.934148], [2.495086, 5.109549, 1.409151], [-3.138445, 3.883606, -0.001499], [-4.464215, 3.646082, 1.147226], [-3.127200, 4.733186, 1.550439], [-2.654906, 1.378695, -0.103145], [-2.596759, 0.464509, 1.437071], [-4.086936, 1.213030, 0.890433], [-2.850351, 3.364290, 3.721679], [-4.136364, 2.253626, 3.221294], [-2.528866, 1.626977, 3.624273], [-0.074380, -1.246168, 3.545636], [0.167281, -2.593431, 4.675339], [0.985697, -1.047162, 4.946808], [0.697247, -2.975407, 1.671160], [2.306065, -3.702591, 1.827277], [0.995977, -4.181155, 2.915893], [3.205107, -2.134579, 5.073042], [2.410921, -3.698208, 4.854176], [3.750982, -3.237015, 3.797804], [-5.273214, -3.458680, 1.530202], [-4.183244, -2.395466, 1.380226], [-4.440529, -1.304692, 2.258200], [-2.538061, -3.032321, 1.782078], [-2.312607, -4.187485, 0.713313], [-2.583729, -3.893282, 3.116845], [-1.477072, -1.983507, 1.828797], [-4.081279, -1.740231, -0.368723], [-4.123668, -3.150059, -1.209873], [-5.312955, -0.948013, -0.561348], [-2.696147, -1.209728, -0.620737], [-5.422664, -3.659937, 2.590299], [-5.022490, -4.394604, 1.031648], [-6.204231, -3.071940, 1.113706], [-5.018694, -0.694150, 1.775376], [-2.861178, -4.076064, -0.087995], [-2.293234, -3.381023, 3.880379], [-5.028546, -3.386821, -1.437878]], "atomic_forces_ev_per_a": [[0.22, 2.14, 0.93], [-0.03, 0.01, 0.06], [-0.20, -0.28, -0.25], [-0.03, -0.47, -0.17], [0.05, 0.04, -0.09], [-0.28, -0.54, 0.03], [0.01, 0.14, 0.16], [0.00, -0.07, -0.01], [0.08, 0.00, 0.19], [-0.05, -0.09, -0.03], [0.00, -0.02, 0.02], [0.00, 0.01, 0.01], [0.00, 0.00, -0.03], [-0.15, -0.41, -0.23], [0.23, 0.03, 0.09], [-0.03, 0.01, -0.04], [0.00, 0.11, -0.03], [0.00, -0.04, 0.00], [0.07, -0.03, -0.04], [-0.06, -0.01, -0.05], [0.04, 0.00, -0.05], [-0.02, 0.01, -0.02], [0.01, -0.01, -0.02], [-0.01, -0.01, 0.03], [0.00, 0.01, 0.00], [0.04, 0.02, 0.00], [0.05, -0.14, -0.02], [0.05, -0.03, -0.01], [-0.10, 0.02, 0.14], [-0.09, 0.07, -0.25], [-0.01, -0.02, 0.02], [-0.12, -0.17, 0.03], [0.11, 0.16, 0.21], [0.03, 0.08, -0.09], [0.00, 0.02, -0.17], [0.00, 0.08, 0.05], [-0.03, -0.01, -0.06], [-0.03, -0.09, 0.04], [0.01, -0.05, 0.04], [0.08, 0.07, 0.04], [0.02, -0.01, 0.02], [0.06, -0.03, 0.01], [0.13, -0.02, -0.07], [0.00, 0.07, 0.04], [-0.12, 0.04, 0.05], [0.03, -0.06, 0.01], [0.04, 0.00, -0.02], [0.01, -0.01, -0.01], [0.00, 0.00, -0.03], [-0.02, -0.05, -0.09], [-0.01, 0.01, 0.02], [-0.04, 0.05, 0.03], [0.04, -0.01, 0.00], [0.01, 0.00, 0.01], [0.02, 0.01, 0.04], [0.00, 0.00, -0.01], [-0.02, 0.00, 0.02], [0.01, -0.02, 0.01], [-0.02, 0.00, -0.02], [-0.06, -0.14, -0.02], [-0.03, -0.02, 0.02], [-0.01, 0.01, 0.00], [0.04, -0.06, -0.02], [0.01, -0.03, -0.06], [-0.01, 0.01, -0.02], [0.01, 0.00, 0.01], [-0.01, 0.01, 0.00], [0.05, 0.03, -0.08], [-0.01, 0.03, 0.00], [0.02, 0.00, -0.03], [0.00, -0.02, 0.00], [0.00, 0.02, 0.02], [0.03, -0.01, -0.02], [0.00, -0.03, -0.02], [0.01, 0.00, 0.01], [-0.02, 0.01, -0.01], [-0.09, -0.03, 0.14], [0.00, 0.01, 0.03], [0.03, 0.00, -0.01], [-0.01, -0.02, 0.00], [0.02, 0.00, 0.02], [-0.02, -0.03, 0.00], [0.00, 0.01, 0.00], [0.00, -0.02, -0.01], [0.03, 0.01, 0.00], [-0.01, 0.01, -0.01], [0.00, -0.01, 0.01], [0.01, 0.01, 0.00], [0.00, -0.01, -0.01], [-0.01, 0.02, -0.04], [-0.01, -0.01, 0.01], [0.00, 0.02, 0.00], [0.00, -0.02, -0.02], [0.01, 0.01, 0.00], [-0.03, 0.00, 0.02], [0.05, 0.02, 0.02], [0.06, 0.04, -0.04], [0.01, -0.01, -0.06], [0.43, 0.29, -0.20], [0.03, 0.04, 0.09], [-0.08, 0.06, -0.02], [-0.39, -0.52, 0.00], [0.23, 0.22, 0.14], [0.14, -0.05, -0.11], [0.03, -0.01, -0.05], [-0.36, -0.40, -0.15], [0.00, -0.02, 0.00], [0.00, 0.00, 0.00], [-0.01, 0.01, 0.00], [0.00, -0.01, 0.01], [0.01, 0.02, -0.01], [0.07, 0.05, 0.08], [-0.11, -0.03, -0.02]], "mulliken_charge": [1.613, -1.143, 0.629, -1.592, -1.042, 0.994, -1.465, 0.160, 0.059, -0.371, 0.325, 0.041, 0.514, 0.338, 0.533, 0.505, 0.447, 0.174, 0.488, 0.529, -0.335, 0.407, -0.041, -0.192, -1.487, 0.463, -0.966, -0.648, 0.902, -0.050, -1.599, 0.576, 0.323, -0.188, -1.058, 0.125, -1.711, 2.533, -1.950, -0.638, -1.830, -0.488, 2.271, -0.717, -1.126, 0.344, -1.318, 2.585, -1.889, -1.257, -2.068, 2.667, -1.259, -1.421, -2.455, 0.459, 0.203, 0.167, 0.606, -0.391, 0.530, 0.496, 0.199, 0.270, 0.347, 0.503, 0.385, -0.426, 0.004, 0.594, 0.372, 0.461, 0.240, 0.590, 0.437, 0.211, 0.132, 0.289, 0.471, 0.401, -0.210, -0.199, 1.002, 0.407, 0.468, 0.304, -0.099, 0.314, 0.369, 0.208, 0.257, 0.524, 0.447, 0.456, 0.420, -1.946, 1.351, -0.598, 0.035, -0.676, -0.628, 0.234, 0.323, -0.575, -0.879, 0.005, 0.401, 0.338, 0.459, 0.466, 0.467, 0.393, 0.370], "homo_lumo_gap_ev": 8.557, "e_lumo_ev": 0.298, "e_above_lowest_kj_mol": 2.0}

***

Entry 3:
{"formula": "C17H15AuN5OS", "method": "ωB97M-V/def2-TZVPD", "species": ["Au", "O", "C", "N", "C", "C", "C", "C", "C", "C", "N", "C", "C", "C", "C", "C", "N", "H", "H", "H", "H", "H", "H", "H", "H", "H", "H", "C", "C", "C", "C", "N", "C", "S", "N", "H", "H", "H", "H", "H"], "coordinates": [[0.313412, 0.208204, -0.986707], [2.924965, -2.474444, -2.722311], [2.373940, -1.620792, -2.051257], [1.058774, -1.534235, -1.802495], [0.154487, -2.469106, -2.418813], [-1.271521, -2.104972, -2.098561], [-2.328249, -2.908174, -2.510622], [-3.620460, -2.553328, -2.183200], [-3.843576, -1.398501, -1.440084], [-2.758182, -0.642286, -1.065785], [-1.504685, -0.991342, -1.393652], [3.185094, -0.530094, -1.374952], [4.563628, -0.540736, -1.441898], [5.267894, 0.453178, -0.781039], [4.573541, 1.418813, -0.067773], [3.191759, 1.372333, -0.048527], [2.523933, 0.417209, -0.698085], [0.342950, -3.488172, -2.064966], [0.285821, -2.497089, -3.506397], [-2.120138, -3.803806, -3.080477], [-4.451156, -3.169722, -2.499475], [-4.839874, -1.089506, -1.159734], [-2.868563, 0.268478, -0.490386], [5.042790, -1.328479, -2.005963], [6.348824, 0.472712, -0.816867], [5.089284, 2.202779, 0.467852], [2.598583, 2.093386, 0.499456], [-3.477119, 1.737190, 3.616092], [-2.079732, 1.958958, 3.142429], [-1.000110, 2.066139, 4.015554], [0.261982, 2.236645, 3.482617], [0.469627, 2.300809, 2.160129], [-0.628652, 2.204100, 1.445279], [-0.396891, 2.353090, -0.325804], [-1.877281, 2.042040, 1.816941], [-3.607747, 2.078221, 4.640611], [-3.707110, 0.669957, 3.584001], [-4.179837, 2.250830, 2.963607], [-1.146276, 2.018275, 5.085075], [1.135876, 2.321442, 4.116187]], "atomic_forces_ev_per_a": [[0.09, 0.17, 0.20], [-0.02, -0.02, 0.02], [0.07, 0.00, -0.01], [-0.06, 0.11, 0.00], [-0.02, -0.01, 0.01], [0.01, -0.03, 0.04], [0.00, -0.02, 0.01], [-0.01, 0.00, 0.00], [-0.01, -0.01, 0.01], [0.02, 0.02, -0.03], [-0.14, 0.01, -0.10], [-0.06, -0.02, 0.04], [0.01, -0.01, 0.01], [0.01, 0.00, 0.00], [0.00, 0.02, 0.03], [-0.02, -0.04, -0.05], [0.11, 0.02, -0.07], [0.02, 0.00, -0.01], [0.00, 0.01, 0.00], [0.00, 0.00, 0.00], [0.00, 0.00, 0.00], [0.00, 0.00, 0.00], [0.00, -0.01, 0.01], [0.00, 0.00, 0.00], [0.00, 0.00, 0.00], [0.00, 0.00, 0.00], [0.02, 0.01, 0.00], [-0.01, 0.01, -0.01], [-0.02, 0.00, -0.07], [0.00, 0.00, 0.06], [0.03, 0.00, -0.09], [-0.11, -0.02, 0.12], [0.09, -0.01, -0.21], [-0.06, -0.16, -0.02], [0.05, -0.04, 0.15], [0.00, 0.00, 0.00], [0.00, 0.00, -0.01], [0.00, 0.00, 0.00], [0.00, 0.00, 0.00], [0.01, 0.01, -0.01]], "mulliken_charge": [0.870, -0.689, 0.132, -0.297, -0.469, 0.539, -0.782, -0.212, -0.803, 0.059, -0.364, 0.729, -0.513, -0.212, -0.804, 0.105, -0.337, 0.369, 0.357, 0.416, 0.436, 0.403, 0.292, 0.458, 0.450, 0.399, 0.287, -1.198, 0.920, -0.616, -0.301, -0.313, 0.351, -0.098, -0.394, 0.386, 0.279, 0.345, 0.381, 0.439], "homo_lumo_gap_ev": [8.185, 5.463], "total_charge": 1, "e_lumo_ev": [-2.866, -6.364], "multiplicity": 3}

***

no.,E_tot (eV)
1,-32978.8244
2,-83691.6169
3,-41891.2254